The following is a quantum chemistry calculation of C14H46F3O12Y as an isolated structure at a distorted geometry, from OMol25.

```
! wB97M-V def2-TZVPD RIJCOSX def2/J DEFGRID3
* xyz 2 1
Y -3.07676 0.55992 3.25169
C -0.74680 0.01850 0.52567
O 0.13565 1.19293 0.73398
O -1.99075 0.37123 1.14867
C -0.72492 -0.30621 -1.07405
F -0.51162 0.76521 -1.89363
F 0.15976 -1.25191 -1.52816
F -1.91216 -0.78010 -1.51652
C 1.59121 1.02791 0.93980
C 2.27017 2.29675 1.38642
H 3.35538 2.29006 1.28451
H 1.98943 3.09477 0.69908
H 2.13793 2.55018 2.43828
H 2.06761 0.73318 0.00477
H 1.82368 0.18294 1.58793
H -0.36664 -0.79038 1.14960
C -4.56361 1.62062 -1.22066
O -3.33954 2.20825 -0.85651
H -4.33581 1.28221 -2.23145
H -4.73841 0.74291 -0.59843
H -5.41323 2.30283 -1.19142
H -2.93844 1.57125 -0.26073
C -5.21316 -2.37838 -2.78407
O -4.04851 -1.88710 -3.41400
H -6.11677 -2.05323 -3.29970
H -5.14584 -3.46565 -2.74644
H -5.14045 -1.99539 -1.76617
H -3.26378 -2.16826 -2.93782
C 3.74786 3.30912 5.76968
O 5.17015 3.59970 5.68431
H 3.20863 4.25634 5.75927
H 3.40672 2.83420 4.84980
H 3.47585 2.66037 6.60229
H 5.66180 2.78636 5.81984
C 1.92853 2.93921 -4.10669
O 2.09963 1.97550 -3.07677
H 2.90094 3.24228 -4.49483
H 1.35961 2.47027 -4.90951
H 1.27217 3.73408 -3.75246
H 1.25530 1.90369 -2.62562
C -0.24716 4.52540 -0.01496
O -0.72388 3.75864 1.10163
H 0.58862 5.12358 0.34803
H 0.03182 3.79688 -0.77623
H -1.00977 5.13562 -0.49886
H -0.37429 2.87055 0.99833
C 4.22648 -1.42231 2.22171
O 5.14113 -1.25315 1.20881
H 3.67881 -0.49397 2.38396
H 3.55964 -2.22525 1.90752
H 4.73209 -1.70551 3.14489
H 4.84960 -1.67429 0.39687
C -4.79662 -1.78113 1.27663
O -4.77870 -1.05761 2.47783
H -5.29510 -2.74846 1.33897
H -5.36326 -1.31418 0.47105
H -3.79886 -2.00963 0.90200
H -5.68463 -1.09091 2.79373
C -0.46821 -3.33376 -3.81374
O -1.59725 -3.93176 -3.19424
H -0.14688 -3.93701 -4.66282
H -0.72561 -2.36007 -4.23057
H 0.27751 -3.16472 -3.03693
H -1.24027 -4.44830 -2.46806
C 3.72453 -0.92599 -2.39700
O 4.79801 -1.73388 -1.93882
H 2.75388 -1.33296 -2.11362
H 3.58996 -0.07183 -1.73336
H 3.87714 -0.70348 -3.45308
H 5.64968 -1.39784 -2.22747
C -0.23907 -3.90860 2.43877
O -1.36262 -3.78728 3.22418
H 0.44565 -4.36698 3.15231
H -0.19974 -4.58498 1.58492
H 0.24267 -2.95705 2.21382
H -1.54610 -2.93393 3.62384
*
```

Output
- Relative energy (zero: lowest compared OMol25 entry of this formula, charge and spin): 0.5497 eV
- Largest force on an atom: 5.9 eV Å⁻¹
- Frontier orbital gap: 2.295 eV
- E_tot: -1800.82785 Ha


The following is a quantum chemistry calculation of one molecule with the formula C5H10FN at a distorted geometry, from OMol25.

```
! wB97M-V def2-TZVPD RIJCOSX def2/J DEFGRID3
* xyz 0 1
C -1.26581 0.48755 -1.47769
C -0.65916 -1.47714 0.10898
C 0.25521 -0.99555 1.22890
C 0.29680 0.38272 0.52437
C 1.66163 1.11067 0.24269
H -0.87985 1.41190 -1.99727
H -1.69491 -0.17766 -2.31253
H -2.13057 0.77101 -0.83147
H -0.53198 -2.53175 -0.33591
H -1.71796 -1.42667 0.42712
H 1.26394 -1.40207 1.13069
H -0.06374 -1.06963 2.26808
H -0.32522 1.20216 0.92321
H 2.41296 0.38807 -0.19435
H 1.53280 1.92175 -0.47000
N -0.28850 -0.24131 -0.66913
F 2.13436 1.64594 1.43432
*
```

Output
- Relative energy (zero: lowest compared OMol25 entry of this formula, charge and spin): 1.3937 eV
- Largest force on an atom: 1.9 eV Å⁻¹
- Frontier orbital gap: 9.745 eV
- E_tot: -351.07452 Ha
- SMILES string: CN1CC[C@H]1CF


The following is a quantum chemistry calculation of an isolated ion of composition C2H7N2O and charge -1 at a distorted geometry, from OMol25.

```
! wB97M-V def2-TZVPD RIJCOSX def2/J DEFGRID3
* xyz -1 1
C 0.66952 0.64549 -1.21369
C -0.25820 0.48780 1.26322
N -0.90023 -1.29951 -0.03124
N -0.54593 0.02217 -0.13137
O 0.07604 -2.20443 0.50144
H 1.77907 0.48662 -0.86037
H 0.46602 0.06320 -2.08976
H 0.54007 1.70725 -1.37566
H -0.97867 1.24257 1.67222
H -0.40710 -0.38964 1.85561
H 0.73710 0.89062 1.37536
H -1.17769 -1.65212 -0.96575
*
```

Output
- Relative energy (zero: lowest compared OMol25 entry of this formula, charge and spin): 4.3984 eV
- Largest force on an atom: 3.6 eV Å⁻¹
- Frontier orbital gap: 5.838 eV
- E_tot: -264.99869 Ha
- SMILES string: CN(C)N[O-]


The following is a quantum chemistry calculation of C16H19F17INO4P as an isolated structure at a distorted geometry, from OMol25.

```
! wB97M-V def2-TZVPD RIJCOSX def2/J DEFGRID3
* xyz -1 1
F -0.54123 -1.34707 0.04756
C -0.02149 -0.67607 1.08883
F -0.98771 0.13656 1.51474
F 0.22742 -1.57020 2.04137
C 1.24965 0.11967 0.60079
F 1.44386 -0.23096 -0.69068
F 0.91987 1.41787 0.54571
C 2.59246 -0.16380 1.31255
F 3.55138 0.42737 0.58280
F 2.82707 -1.48753 1.20602
C 2.83502 0.23019 2.81157
F 2.40258 -0.79466 3.58540
F 4.16534 0.23826 2.96434
C 2.16203 1.49610 3.34525
F 0.82132 1.26029 3.25104
F 2.36648 2.56197 2.56195
C 2.41878 1.91989 4.84744
F 2.20775 3.24230 4.93540
F 1.42059 1.36737 5.57997
C 3.73060 1.55409 5.57574
F 3.89095 0.22139 5.69404
F 3.52764 1.96969 6.85665
C 5.08876 2.20275 5.08968
F 5.57899 2.94397 6.12073
F 5.99977 1.21238 4.91310
C 5.07830 3.06626 3.84107
C 6.37405 3.98178 3.79664
N 6.65987 4.38448 2.42792
I 8.10584 3.08492 1.68009
H 4.24398 3.75929 3.76690
H 5.14253 2.49846 2.91415
H 6.12592 4.89978 4.34584
H 7.22922 3.46209 4.23305
O -3.57240 -3.61409 -2.84775
P -3.67057 -2.27770 -3.49702
O -4.52950 -1.35089 -2.47240
C -3.96020 -0.99539 -1.20715
C -2.91696 0.09547 -1.34814
O -4.82578 -2.58267 -4.63052
C -5.08818 -3.90515 -5.09317
C -6.36114 -4.43476 -4.46835
O -3.07543 -1.02441 -4.35713
C -2.96754 -1.04223 -5.79057
C -4.06320 -0.18398 -6.38163
H -3.54019 -1.88393 -0.72703
H -4.78540 -0.64473 -0.58752
H -2.04237 -0.27088 -1.89028
H -2.59192 0.44242 -0.36904
H -3.31733 0.93896 -1.91072
H -4.24704 -4.56945 -4.89855
H -5.20673 -3.84753 -6.17959
H -6.29877 -4.41585 -3.38043
H -6.55863 -5.45811 -4.79223
H -7.20901 -3.80848 -4.75104
H -2.99427 -2.05778 -6.18326
H -1.99412 -0.62206 -6.04980
H -5.04859 -0.54247 -6.09113
H -3.99546 -0.17251 -7.47025
H -3.97683 0.83934 -6.01297
*
```

Output
- Largest force on an atom: 6.3 eV Å⁻¹
- Frontier orbital gap: 4.193 eV
- E_tot: -3313.60115 Ha